Arrangement i

Computed, not measured: 2 unconnected molecules or ions with the total composition C2H4ClNS, with ωB97M-V/def2-TZVPD.

Geometry (Å):
C -0.453 0.386 0.363
C 0.881 -0.238 -0.295
H -1.915 0.168 1.429
H -1.099 -1.177 1.210
H 1.013 0.634 -1.465
H 1.856 0.088 0.385
N -1.017 -0.194 1.277
S -0.538 2.116 -0.196
Cl 0.782 -1.947 -0.457

2S+1 = 1
E_HOMO = -8.26 eV
HOMO-LUMO gap = 8.480 eV

The Mulliken scheme yields these atomic charges, measured in e: 0.067, -0.415, 0.292, 0.259, 0.290, 0.293, -0.270, -0.324, -0.192

---

Arrangement ii

Computed, not measured: C2H4ClNS in the gas phase, with ωB97M-V/def2-TZVPD.

Geometry (Å):
S 2.099 -0.538 -0.083
N 1.065 0.900 -0.023
C -0.198 0.745 -0.051
C -0.987 -0.532 0.069
Cl -2.748 -0.190 -0.103
H 3.209 0.229 -0.114
H -0.811 1.686 -0.013
H -0.662 -1.266 -0.729
H -0.966 -1.033 1.049

2S+1 = 1
SMILES = S/N=C\CCl
E_HOMO = -9.48 eV
HOMO-LUMO gap = 10.222 eV

The Mulliken scheme yields these atomic charges, measured in e: -0.156, -0.426, 0.092, -0.407, -0.202, 0.175, 0.310, 0.308, 0.307

---

Calculated relative energies: arrangement i 1.744; arrangement ii 0.000, given in eV

---

Arrangement i

Computed, not measured: 5 unconnected molecules or ions with the total composition CH12O5, with ωB97M-V/def2-TZVPD.

Geometry (Å):
C 3.551 -1.008 -0.256
O 2.178 -0.716 -0.193
H 3.723 -2.029 -0.592
H 3.978 -0.953 0.748
H 4.000 -0.287 -0.928
H 1.834 -1.163 0.585
O -1.651 3.224 0.813
H -1.126 2.477 0.491
H -1.043 3.965 0.882
O -0.923 -1.773 -1.658
H -1.741 -2.048 -1.228
H -0.209 -2.019 -1.062
O -0.440 0.799 -0.272
H 0.400 1.152 -0.584
H -0.734 0.298 -1.049
O -2.330 -0.664 1.534
H -1.510 -0.562 1.030
H -2.752 0.177 1.314

2S+1 = 1
SMILES = CO.O.O.O.O
E_HOMO = -10.99 eV
HOMO-LUMO gap = 11.303 eV

The Mulliken scheme yields these atomic charges, measured in e: -0.575, -0.424, 0.251, 0.263, 0.207, 0.278, -0.620, 0.363, 0.305, -0.671, 0.338, 0.326, -0.669, 0.293, 0.342, -0.653, 0.313, 0.333

---

Arrangement ii

Computed, not measured: 5 unconnected molecules or ions with the total composition CH12O5, with ωB97M-V/def2-TZVPD.

Geometry (Å):
C -1.792 -1.795 -0.967
O -1.214 -0.467 -1.224
H -1.936 -1.927 0.061
H -2.638 -2.278 -1.438
H -0.934 -2.437 -1.059
H -1.536 -0.219 -2.057
O -1.331 1.369 1.333
H -0.651 1.958 0.944
H -1.727 0.839 0.629
O 1.524 0.791 0.247
H 1.627 0.251 1.075
H 0.944 0.192 -0.121
O 1.387 0.469 -2.506
H 1.394 -0.141 -3.242
H 2.102 0.280 -1.811
O 1.230 -0.328 2.946
H 0.388 -0.748 2.842
H 0.946 0.338 3.611

2S+1 = 1
SMILES = CO.O.O.O.O
E_HOMO = -10.68 eV
HOMO-LUMO gap = 11.162 eV

The Mulliken scheme yields these atomic charges, measured in e: -0.792, -0.389, 0.322, 0.366, 0.308, 0.231, -0.636, 0.327, 0.295, -0.636, 0.362, 0.258, -0.632, 0.294, 0.339, -0.670, 0.323, 0.330

---

Arrangement iii

Computed, not measured: 5 unconnected molecules or ions with the total composition CH12O5, with ωB97M-V/def2-TZVPD.

Geometry (Å):
C -0.276 -0.590 -3.558
O -0.273 -0.745 -2.136
H -0.502 0.436 -3.801
H 0.696 -0.871 -3.969
H -1.038 -1.241 -3.980
H 0.326 -0.047 -1.824
O 1.312 -0.300 1.993
H 1.747 -0.733 2.724
H 1.250 -0.820 1.193
O 0.202 1.701 -1.093
H 0.364 2.112 -0.211
H -0.644 1.982 -1.445
O -1.563 -2.645 3.628
H -1.077 -1.892 3.989
H -2.451 -2.264 3.662
O 0.719 2.296 1.409
H 1.175 1.439 1.390
H 0.032 2.183 2.029

2S+1 = 1
SMILES = CO.O.O.O.O
E_HOMO = -9.72 eV
HOMO-LUMO gap = 9.968 eV

The Mulliken scheme yields these atomic charges, measured in e: -0.542, -0.475, 0.242, 0.231, 0.226, 0.340, -0.678, 0.301, 0.329, -0.690, 0.411, 0.276, -0.627, 0.309, 0.318, -0.695, 0.431, 0.293

---

Calculated relative energies: arrangement i 0.000; arrangement ii 0.916; arrangement iii 0.201, given in eV

---

Arrangement i

Computed, not measured: 2 unconnected molecules or ions with the total composition C4H14NO, with ωB97M-V/def2-TZVPD.

Geometry (Å):
C -0.489 -0.512 1.093
C 0.086 -0.841 -0.264
C 0.536 -2.307 -0.263
C 1.365 -0.007 -0.499
N -0.730 1.045 1.205
H 0.164 -0.848 1.900
H -1.506 -0.870 1.267
H -0.602 -0.567 -1.053
H 1.406 -2.472 0.366
H 0.772 -2.630 -1.278
H -0.263 -2.975 0.070
H 2.058 -0.163 0.295
H 1.860 -0.238 -1.441
H 1.207 1.071 -0.549
H -1.283 1.171 2.039
H -1.198 1.380 0.357
H 0.244 1.340 1.228
H -0.537 2.895 -1.922
H -1.994 2.912 -1.369
O -1.098 2.617 -1.181

Net charge = +1
2S+1 = 1
E_HOMO = -15.66 eV
HOMO-LUMO gap = 12.436 eV

The Mulliken scheme yields these atomic charges, measured in e: -0.911, 0.812, -1.534, -1.543, -0.164, 0.356, 0.396, 0.254, 0.390, 0.403, 0.412, 0.414, 0.392, 0.375, 0.376, 0.231, 0.356, 0.314, 0.298, -0.627

---

Arrangement ii

Computed, not measured: 3 unconnected molecules or ions with the total composition C4H14NO, with ωB97M-V/def2-TZVPD.

Geometry (Å):
C 2.902 -0.472 0.393
C 2.803 0.543 -0.724
N -1.894 -0.013 -1.226
C -2.767 -0.117 -0.068
C -2.330 0.908 0.943
H 2.053 -1.250 0.523
H 2.893 0.000 1.378
H 3.816 -1.081 0.320
H 3.785 0.728 -1.162
H 1.993 0.385 -1.430
H 2.628 1.531 -0.266
H -0.944 -0.382 -1.057
H -2.516 -1.056 0.431
H -3.821 -0.148 -0.338
H -1.255 0.738 1.147
H -2.500 1.983 0.894
H -2.791 0.670 1.913
H -2.312 -0.139 -2.143
H -0.005 -1.867 0.372
O 0.264 -0.960 0.100

Net charge = +1
2S+1 = 1
E_HOMO = -14.40 eV
HOMO-LUMO gap = 4.576 eV

The Mulliken scheme yields these atomic charges, measured in e: -0.528, -0.833, -0.164, -0.137, -0.934, 0.208, 0.335, 0.348, 0.337, 0.242, 0.280, 0.293, 0.174, 0.408, 0.231, 0.341, 0.327, 0.292, 0.314, -0.533

---

Arrangement iii

Computed, not measured: 2 unconnected molecules or ions with the total composition C4H14NO, with ωB97M-V/def2-TZVPD.

Geometry (Å):
C 0.486 1.121 -0.265
C 1.052 0.130 0.724
C 0.332 0.148 2.138
C -0.939 -0.653 2.302
N -0.731 0.686 -1.040
H 0.251 2.059 0.246
H 1.327 1.468 -0.903
H 1.170 -0.898 0.299
H 2.088 0.342 0.968
H 1.132 -0.281 2.747
H 0.248 1.236 2.452
H -1.764 -0.050 1.850
H -1.212 -0.818 3.324
H -0.946 -1.554 1.652
H -1.196 -0.229 -0.908
H -0.403 0.686 -2.003
H -1.520 1.361 -1.069
H 0.066 -2.140 -2.974
H 0.542 -0.800 -3.669
O -0.040 -1.186 -3.011

Net charge = +1
2S+1 = 1
E_HOMO = -14.95 eV
HOMO-LUMO gap = 11.547 eV

The Mulliken scheme yields these atomic charges, measured in e: -0.588, -0.731, -0.371, -1.086, -0.259, 0.365, 0.359, 0.342, 0.381, 0.317, 0.306, 0.251, 0.364, 0.279, 0.345, 0.341, 0.381, 0.312, 0.319, -0.626

---

Calculated relative energies: arrangement i 0.000; arrangement ii 7.940; arrangement iii 0.663, given in eV

---

Arrangement i

Computed, not measured: 19 unconnected molecules or ions with the total composition H38O19, with ωB97M-V/def2-TZVPD.

Geometry (Å):
O 1.809 -1.380 -1.230
H 0.878 -1.392 -1.396
H 2.197 -1.712 -2.039
O 0.467 -1.471 -3.986
H 0.433 -0.760 -4.636
H 1.012 -2.205 -4.259
O 0.879 3.778 1.735
H 1.450 4.154 2.410
H 1.228 4.127 0.878
O -3.800 0.612 1.601
H -4.254 0.022 0.977
H -3.570 -0.073 2.252
O 1.865 -1.863 3.723
H 1.297 -2.627 3.563
H 2.225 -1.518 2.923
O 3.150 1.113 -0.239
H 3.068 0.296 -0.752
H 3.461 1.783 -0.872
O -2.091 1.889 3.870
H -1.367 2.447 3.591
H -2.507 1.548 3.074
O -0.472 -4.349 2.034
H -0.040 -4.507 2.875
H 0.234 -4.120 1.427
O -1.951 -3.649 -1.356
H -1.237 -3.191 -0.883
H -2.566 -3.532 -0.618
O -2.856 -3.261 2.724
H -3.109 -3.772 1.933
H -1.910 -3.190 2.476
O -1.108 -0.851 -1.387
H -1.382 -1.301 -2.224
H -1.326 0.054 -1.662
O -0.133 2.683 -1.860
H -1.064 2.862 -2.064
H -0.104 2.144 -1.030
O -2.780 -2.252 -3.745
H -2.144 -2.749 -4.254
H -2.799 -2.659 -2.867
O -2.998 3.359 -0.544
H -2.450 4.075 -0.234
H -2.977 2.529 -0.064
O 1.798 4.146 -0.741
H 2.213 4.645 -1.453
H 1.063 3.672 -1.310
O 3.347 0.810 -4.038
H 3.143 0.404 -3.176
H 2.660 1.513 -3.851
O 2.160 -2.817 1.262
H 2.084 -1.864 1.195
H 2.885 -3.403 1.054
O -0.543 1.832 0.811
H 0.404 1.908 0.895
H -0.952 2.559 0.345
O 2.551 2.245 3.140
H 2.808 1.307 3.259
H 1.718 1.944 2.745

2S+1 = 1
E_HOMO = -10.71 eV
HOMO-LUMO gap = 10.272 eV

The Mulliken scheme yields these atomic charges, measured in e: -0.471, 0.275, 0.227, -0.539, 0.280, 0.283, -0.603, 0.293, 0.344, -0.596, 0.264, 0.296, -0.601, 0.299, 0.319, -0.523, 0.292, 0.265, -0.634, 0.327, 0.352, -0.628, 0.276, 0.318, -0.648, 0.242, 0.338, -0.631, 0.295, 0.378, -0.501, 0.372, 0.190, -0.717, 0.349, 0.234, -0.651, 0.306, 0.364, -0.664, 0.324, 0.351, -0.731, 0.331, 0.450, -0.638, 0.268, 0.329, -0.549, 0.261, 0.245, -0.263, 0.082, 0.172, -0.566, 0.297, 0.265

---

Arrangement ii

Computed, not measured: 19 unconnected molecules or ions with the total composition H38O19, with ωB97M-V/def2-TZVPD.

Geometry (Å):
O 3.102 -3.378 0.835
H 2.159 -3.554 0.912
H 3.305 -3.672 -0.060
O 3.723 0.850 3.148
H 2.982 1.451 3.146
H 4.320 0.857 2.405
O -3.630 0.608 1.454
H -4.000 1.485 1.384
H -3.548 0.092 2.245
O -1.529 -0.445 -3.841
H -1.698 -0.318 -2.902
H -2.024 -1.203 -4.161
O 3.579 1.351 -1.516
H 4.394 0.876 -1.697
H 3.703 2.266 -1.274
O 1.562 -1.493 -4.106
H 1.303 -0.654 -4.526
H 1.175 -1.150 -3.281
O -0.030 1.501 4.453
H -0.484 1.659 3.597
H -0.511 0.817 4.922
O 4.223 -1.805 -1.624
H 3.806 -1.954 -2.484
H 3.506 -1.503 -1.055
O 1.465 -1.055 0.646
H 1.220 -1.396 1.520
H 2.097 -0.366 0.881
O -4.290 0.836 -1.854
H -3.699 0.471 -1.208
H -4.100 0.403 -2.685
O 0.330 2.489 -2.238
H 0.310 3.449 -2.208
H 1.194 2.259 -2.595
O -2.900 3.891 -2.169
H -3.614 3.242 -2.078
H -2.595 4.022 -1.269
O 1.113 -1.547 3.557
H 1.072 -2.497 3.446
H 1.673 -1.231 4.268
O -4.076 -3.055 -0.456
H -3.433 -2.512 -0.001
H -3.881 -3.122 -1.387
O -0.668 -0.038 -0.362
H -0.130 0.732 -0.566
H -0.074 -0.781 -0.128
O 0.106 -3.356 -2.116
H -0.513 -2.678 -1.888
H 0.929 -2.864 -2.192
O -1.341 2.216 2.302
H -1.662 1.443 1.800
H -1.105 2.791 1.568
O -1.344 -2.996 2.617
H -1.589 -2.269 2.064
H -1.631 -3.279 3.461
O 0.611 5.044 0.862
H -0.151 4.496 1.073
H 1.290 4.572 1.362

2S+1 = 1
E_HOMO = -10.99 eV
HOMO-LUMO gap = 10.454 eV

The Mulliken scheme yields these atomic charges, measured in e: -0.601, 0.288, 0.303, -0.609, 0.304, 0.295, -0.570, 0.298, 0.272, -0.588, 0.254, 0.299, -0.577, 0.313, 0.287, -0.580, 0.297, 0.255, -0.636, 0.443, 0.279, -0.650, 0.354, 0.266, -0.397, 0.176, 0.222, -0.588, 0.288, 0.295, -0.520, 0.275, 0.265, -0.612, 0.331, 0.268, -0.531, 0.290, 0.255, -0.603, 0.301, 0.300, -0.199, 0.120, 0.236, -0.572, 0.282, 0.260, -0.654, 0.354, 0.160, -0.605, 0.288, 0.286, -0.626, 0.337, 0.319

---

Calculated relative energies: arrangement i 0.000; arrangement ii 0.184, given in eV

---

Arrangement i

Computed, not measured: a molecular structure, CH3ClO2S, with ωB97M-V/def2-TZVPD.

Geometry (Å):
C 0.334 0.074 0.902
O -0.018 -1.202 0.760
O -0.643 0.950 0.677
S 1.920 0.424 -0.842
Cl 1.286 0.332 2.344
H -0.801 -1.271 0.195
H -0.382 1.856 0.881
H 1.880 -0.836 -1.235

2S+1 = 1
E_HOMO = -8.73 eV
HOMO-LUMO gap = 8.776 eV

The Mulliken scheme yields these atomic charges, measured in e: 0.477, -0.437, -0.439, -0.290, -0.118, 0.346, 0.360, 0.101

---

Arrangement ii

Computed, not measured: 2 unconnected molecules or ions with the total composition CH3ClO2S, with ωB97M-V/def2-TZVPD.

Geometry (Å):
C 0.221 -0.021 -0.194
O 3.151 0.691 0.000
O -0.902 0.547 -0.643
S 2.213 1.819 -0.035
Cl 1.528 1.936 -1.993
H 0.240 -0.281 0.831
H 1.012 -0.394 -0.795
H -0.846 0.654 -1.617

2S+1 = 1
E_HOMO (alpha / beta) = -8.53 / -7.78 eV
HOMO-LUMO gap (alpha / beta) = 8.538 / 6.688 eV

The Mulliken scheme yields these atomic charges, measured in e: -0.627, -0.441, -0.395, 0.411, -0.228, 0.337, 0.602, 0.342

---

Calculated relative energies: arrangement i 0.000; arrangement ii 1.400, given in eV

---

Arrangement i

Computed, not measured: C2H7N3O2 in the gas phase, with ωB97M-V/def2-TZVPD.

Geometry (Å):
C 1.419 0.639 -0.038
N 0.061 0.360 -0.503
C -0.985 1.309 -0.135
N -0.364 -0.898 -0.148
O -0.055 -1.874 -1.037
N -0.778 -1.171 1.027
O -0.742 -2.350 1.340
H 2.002 -0.166 -0.578
H 1.624 0.504 1.037
H 1.649 1.634 -0.410
H -0.828 2.249 -0.634
H -1.970 0.938 -0.438
H -1.037 1.465 0.960
H 0.004 -2.640 -0.444

2S+1 = 1
SMILES = CN(C)N(O)N=O
E_HOMO = -9.36 eV
HOMO-LUMO gap = 10.327 eV

The Mulliken scheme yields these atomic charges, measured in e: -0.758, -0.118, -0.830, 0.525, -0.452, 0.003, -0.637, 0.268, 0.290, 0.331, 0.357, 0.314, 0.313, 0.395

---

Arrangement ii

Computed, not measured: C2H7N3O2 in the gas phase, with ωB97M-V/def2-TZVPD.

Geometry (Å):
N 0.405 -1.760 1.071
O 1.404 -1.025 0.354
C 0.973 0.014 -0.404
O 1.793 0.662 -0.994
C -0.537 0.331 -0.418
N -0.864 1.298 -1.436
N -0.955 0.835 0.875
H 0.869 -2.026 1.938
H 0.234 -2.613 0.538
H -1.101 -0.591 -0.618
H -0.346 2.155 -1.278
H -0.607 0.951 -2.351
H -0.412 1.650 1.138
H -0.857 0.118 1.583

2S+1 = 1
SMILES = NOC(=O)C(N)N
E_HOMO = -9.18 eV
HOMO-LUMO gap = 9.825 eV

The Mulliken scheme yields these atomic charges, measured in e: -0.488, -0.224, 0.612, -0.571, 0.013, -0.650, -0.654, 0.249, 0.235, 0.376, 0.269, 0.265, 0.234, 0.334

---

Arrangement iii

Computed, not measured: C2H7N3O2 in the gas phase, with ωB97M-V/def2-TZVPD.

Geometry (Å):
N 1.361 -1.967 -0.379
N 0.724 -0.757 -0.428
C -0.401 -0.590 0.115
O -1.104 -1.617 0.713
C -1.064 0.765 0.140
O -0.369 1.761 -0.554
N 0.800 2.160 0.177
H 1.933 -2.088 -1.204
H 0.757 -2.760 -0.186
H -1.942 -1.296 1.061
H -2.037 0.704 -0.361
H -1.211 1.069 1.191
H 1.547 1.523 -0.103
H 1.006 3.091 -0.181

2S+1 = 1
SMILES = N/N=C(\O)CON
E_HOMO = -8.53 eV
HOMO-LUMO gap = 9.201 eV

The Mulliken scheme yields these atomic charges, measured in e: -0.608, -0.173, 0.647, -0.564, -0.426, -0.248, -0.569, 0.239, 0.229, 0.307, 0.368, 0.306, 0.239, 0.254

---

Calculated relative energies: arrangement i 3.549; arrangement ii 0.000; arrangement iii 1.326, given in eV